Arrangement 1

An isolated molecule of C3H5Br. Source: OMol25; level of theory: wB97M-V/def2-TZVPD.

Results
* LUMO energy (alpha / beta): 1.0644 / -2.5603 eV
* HOMO-LUMO gap (alpha / beta): 0.2399 / 0.2634 Ha
* highest occupied orbital energy (alpha / beta): -5.46 / -9.73 eV
* total charge: 0
* multiplicity: 3

Last column: Löwdin spin population.
Positions of all 9 atoms, in Å:
1 C 0.972 0.992 0.317  0.85
2 C 0.709 -0.262 0.338  0.89
3 C -0.893 -0.764 -0.473  0.02
4 Br -2.274 -0.009 0.471  0.08
5 H 1.849 1.327 0.710  0.06
6 H 0.278 1.685 -0.252  0.04
7 H 1.087 -1.085 0.999  0.05
8 H -0.905 -1.756 -0.716  0.00
9 H -0.823 -0.128 -1.394  0.00



Arrangement 2

An isolated molecule of C3H5Br. Source: OMol25; level of theory: wB97M-V/def2-TZVPD.

Results
* LUMO energy (alpha / beta): 0.7264 / -2.3976 eV
* HOMO-LUMO gap (alpha / beta): 0.2401 / 0.2977 Ha
* highest occupied orbital energy (alpha / beta): -5.81 / -10.50 eV
* total charge: 0
* multiplicity: 3

Last column: Löwdin spin population.
Positions of all 9 atoms, in Å:
1 C 0.079 -1.430 -0.048  0.81
2 C -0.421 -0.182 0.016  0.78
3 C 0.413 1.097 -0.003  0.09
4 Br -2.433 0.086 0.189  0.15
5 H -0.456 -2.395 -0.174  0.05
6 H 1.140 -1.452 0.125  0.06
7 H -0.454 1.853 -0.353  0.01
8 H 0.884 1.368 1.013  0.04
9 H 1.250 1.054 -0.765  0.01



The structure with the least stability is arrangement 1.



Arrangement 1

A cluster of 4 separate species, C3H17N2O3 in total. Source: OMol25; level of theory: wB97M-V/def2-TZVPD.

Results
* LUMO energy: -3.1118 eV
* HOMO-LUMO gap: 0.3607 Ha
* highest occupied orbital energy: -12.93 eV
* total charge: +1

Last column: Löwdin charge in e.
Positions of all 25 atoms, in Å:
1 N -0.283 1.797 -0.897  0.18
2 C -0.732 0.947 0.254  -0.12
3 C -0.595 -0.569 -0.110  -0.19
4 N 0.189 -0.723 -1.321  -0.14
5 C 1.647 -0.792 -1.124  -0.10
6 H -0.618 2.753 -0.765  0.17
7 H 0.725 1.876 -1.012  0.15
8 H -0.671 1.406 -1.751  0.16
9 H -0.137 1.206 1.122  0.07
10 H -1.784 1.139 0.435  0.13
11 H -0.209 -1.022 0.798  0.12
12 H -1.601 -0.913 -0.324  0.11
13 H -0.091 -1.618 -1.717  0.07
14 H 2.090 0.198 -1.047  0.07
15 H 2.071 -1.366 -1.942  0.09
16 H 1.892 -1.351 -0.230  0.07
17 H -1.459 1.626 3.550  0.06
18 H -0.065 1.228 3.951  0.06
19 O -0.587 1.463 3.174  -0.05
20 H -1.345 -2.941 -2.983  0.06
21 H -1.948 -1.546 -2.818  0.05
22 O -1.825 -2.383 -2.369  -0.04
23 H 2.928 0.358 2.220  0.06
24 H 1.412 0.401 2.499  0.01
25 O 2.071 0.089 1.874  -0.04



Arrangement 2

A cluster of 4 separate species, C3H17N2O3 in total. Source: OMol25; level of theory: wB97M-V/def2-TZVPD.

Results
* LUMO energy: -2.7873 eV
* HOMO-LUMO gap: 0.3867 Ha
* highest occupied orbital energy: -13.31 eV
* total charge: +1

Last column: Löwdin charge in e.
Positions of all 25 atoms, in Å:
1 C 1.173 0.808 -0.109  -0.14
2 C 0.046 1.729 -0.521  -0.19
3 C -0.483 1.480 -1.926  -0.24
4 N -1.148 0.172 -1.941  -0.01
5 N 0.767 -0.630 -0.212  0.16
6 H 1.405 0.973 0.919  0.12
7 H 2.052 0.986 -0.702  0.13
8 H -0.746 1.919 0.211  0.12
9 H 0.467 2.735 -0.505  0.12
10 H -1.187 2.266 -2.209  0.12
11 H 0.339 1.513 -2.630  0.12
12 H -1.975 0.215 -1.359  0.07
13 H -0.005 -0.754 -0.890  0.10
14 H -1.456 -0.122 -2.860  0.10
15 H 0.483 -0.963 0.722  0.09
16 H 1.569 -1.214 -0.473  0.12
17 H -1.011 -0.783 2.616  0.05
18 H 0.224 -1.437 3.171  0.07
19 O -0.264 -1.336 2.345  -0.04
20 H 2.649 -2.124 1.532  0.04
21 H 3.813 -2.468 0.813  0.08
22 O 2.857 -2.405 0.638  -0.04
23 H -3.511 0.443 1.502  0.05
24 H -3.179 -0.957 0.896  0.05
25 O -2.878 -0.046 0.971  -0.05



The structure with the least stability is arrangement 1.



Arrangement 1

A cluster of 2 separate species, C3H8OS2 in total. Source: OMol25; level of theory: wB97M-V/def2-TZVPD.

Results
* LUMO energy (alpha / beta): 3.6626 / 3.7320 eV
* HOMO-LUMO gap (alpha / beta): 0.1265 / 0.2869 Ha
* highest occupied orbital energy (alpha / beta): 0.22 / -4.07 eV
* total charge: -1
* multiplicity: 2

Last column: Löwdin spin population.
Positions of all 14 atoms, in Å:
1 C 1.104 1.367 -1.503  0.03
2 S -0.672 1.688 -1.394  0.30
3 S -1.452 0.175 -0.238  0.44
4 H 1.705 1.837 -2.329  0.01
5 H 1.430 1.667 -0.501  0.00
6 H 1.275 0.291 -1.723  0.00
7 H -0.778 0.145 0.916  0.05
8 C 1.704 -0.906 2.137  0.01
9 C 1.100 -1.613 1.196  0.03
10 O 0.313 -2.710 1.436  0.06
11 H 2.176 0.024 1.854  0.00
12 H 1.623 -1.108 3.189  0.00
13 H 1.125 -1.255 0.170  0.00
14 H -0.608 -2.420 1.245  0.06



Arrangement 2

A cluster of 2 separate species, C3H8OS2 in total. Source: OMol25; level of theory: wB97M-V/def2-TZVPD.

Results
* LUMO energy (alpha / beta): 3.0435 / 3.0372 eV
* HOMO-LUMO gap (alpha / beta): 0.0947 / 0.2376 Ha
* highest occupied orbital energy (alpha / beta): 0.47 / -3.43 eV
* total charge: -1
* multiplicity: 2

Last column: Löwdin spin population.
Positions of all 14 atoms, in Å:
1 C 0.797 -1.339 3.132  0.03
2 S 0.374 -2.725 1.751  0.46
3 S 1.753 -1.984 0.382  0.46
4 H -0.011 -0.539 2.994  0.00
5 H 1.779 -1.006 3.097  0.00
6 H 0.735 -1.796 4.132  0.01
7 H 0.907 -2.293 -0.625  0.02
8 C -0.220 2.153 -1.814  0.01
9 C -0.933 1.092 -2.133  0.00
10 O -1.966 1.132 -3.046  0.00
11 H 0.319 2.177 -0.900  0.00
12 H -0.348 2.979 -2.439  0.00
13 H -0.892 0.133 -1.665  0.00
14 H -2.294 2.016 -2.867  0.00



The structure with the least stability is arrangement 2.